Below is a molecular structure, C22H27FeN3O2S4, with properties calculated with ωB97M-V with the def2-TZVPD basis set.

frontier orbital gap (alpha / beta): 0.2092 / 0.2084 Ha
DFT total energy: -109545.7808 eV

```
! RIJCOSX wB97M-V def2-TZVPD def2/J DEFGRID3
* xyz -1 2
Fe -0.6176 0.0856 0.2491
N -0.6506 0.6052 3.7898
C -0.5045 2.0405 4.0288
C 0.6161 2.6466 3.1885
C 0.2938 2.7622 1.6942
O 0.0563 3.8729 1.2363
O 0.3179 1.6714 1.0016
H -1.0237 0.4481 2.8596
H -1.3484 0.2133 4.4121
H -0.2466 2.1748 5.0830
H -1.4276 2.6084 3.8497
H 1.5189 2.0476 3.3285
H 0.8130 3.6593 3.5409
C 2.1951 -0.0883 -4.2588
C 1.0360 -0.8329 -4.4517
C -0.0394 -0.6844 -3.5888
C 0.0471 0.1995 -2.5163
C 1.2016 0.9496 -2.3236
C 2.2716 0.8039 -3.1978
N -1.0450 0.3713 -1.6056
N -2.0505 0.9703 -2.1851
C -3.1219 1.2842 -1.3901
C -4.0835 2.1128 -2.0136
C -5.2052 2.5317 -1.3509
C -5.4285 2.1113 -0.0283
C -4.5342 1.2620 0.5730
C -3.3536 0.8261 -0.0650
H 3.0322 -0.2017 -4.9371
H 0.9708 -1.5259 -5.2820
H -0.9580 -1.2396 -3.7292
H 1.2399 1.6508 -1.4979
H 3.1670 1.3971 -3.0521
H -3.8773 2.4222 -3.0302
H -5.9118 3.1912 -1.8405
H -6.3040 2.4514 0.5113
H -4.7066 0.9018 1.5794
C 3.4097 -2.3494 -1.2865
C 3.9593 -1.4044 -0.2193
S 2.7916 -0.1416 0.3728
C 2.5453 -0.6378 2.0866
C 1.8008 -1.9450 2.2802
S 0.0687 -1.8568 1.7297
C -0.0817 -3.2122 0.5412
C 0.6892 -3.0901 -0.7658
S 2.3953 -3.7322 -0.7015
H 4.2472 -2.8318 -1.7967
H 2.8498 -1.8016 -2.0451
H 4.8076 -0.8639 -0.6465
H 4.3357 -1.9705 0.6345
H 1.9655 0.1762 2.5218
H 3.5136 -0.6774 2.5922
H 1.7609 -2.1704 3.3480
H 2.2942 -2.7691 1.7710
H -1.1539 -3.1889 0.3315
H 0.1350 -4.1574 1.0432
H 0.7286 -2.0534 -1.1016
H 0.1727 -3.6684 -1.5337
S -3.1088 -1.2394 1.6552
C -2.4652 -0.1146 0.6073
*
```